Entry 1:
# C26H22NO3PS2W

C26H22NO3PS2W as an isolated structure (ωB97M-V/def2-TZVPD, the OMol25 dataset).

Geometry as XYZ:
```
56
Properties=species:S:1:pos:R:3:nbo_charge:R:1
W -0.278 0.127 0.018 1.44
S -3.292 2.522 -2.667 0.63
S -1.790 1.798 1.635 2.38
P 0.563 -0.250 2.442 1.09
O -2.088 0.410 1.048 -0.94
O -0.408 2.011 1.028 -0.92
O -2.755 2.802 1.395 -0.84
N -1.403 1.409 -1.414 -0.56
C 2.713 0.565 3.984 -0.19
C -2.235 1.696 5.581 -0.17
C -0.110 -2.081 -0.710 -0.29
C -2.346 2.093 4.249 -0.15
C 2.727 1.351 1.709 -0.21
C 0.725 -1.970 2.945 -0.44
C -0.883 2.580 -1.933 -0.04
C 3.906 1.226 4.217 -0.19
C 4.514 1.947 3.196 -0.15
C -1.774 3.302 -2.648 -0.41
C -0.365 -4.080 3.339 -0.19
C 0.718 -0.389 -2.028 -0.26
C 1.164 -1.692 -0.210 -0.25
C 0.874 -4.667 3.580 -0.16
C 2.118 0.613 2.719 -0.33
C -1.370 0.677 5.924 -0.15
C -0.394 -1.270 -1.823 -0.28
C 1.682 -0.667 -1.047 -0.28
C -1.543 1.473 3.314 -0.29
C 3.922 2.014 1.943 -0.19
C 1.964 -2.558 3.188 -0.15
C -0.442 -2.736 3.019 -0.21
C -2.676 1.274 -1.733 -0.14
C -0.570 0.055 4.962 -0.17
C 2.032 -3.910 3.506 -0.21
C -0.623 0.462 3.639 -0.36
H -1.286 -1.314 -2.430 0.28
H 5.445 2.463 3.383 0.24
H 0.806 0.344 -2.815 0.28
H -1.269 -4.670 3.409 0.24
H -1.415 -2.284 2.850 0.23
H 2.875 -1.979 3.127 0.23
H 2.265 1.450 0.732 0.20
H 1.670 -2.142 0.629 0.29
H 4.361 1.181 5.196 0.24
H 2.254 0.012 4.792 0.22
H -1.611 4.239 -3.153 0.29
H 2.992 -4.368 3.699 0.24
H -3.280 0.441 -1.407 0.26
H -0.738 -2.859 -0.302 0.29
H 0.931 -5.717 3.833 0.24
H -1.308 0.347 6.952 0.25
H -3.051 2.853 3.944 0.26
H 0.145 2.848 -1.742 0.24
H 2.651 -0.203 -0.947 0.29
H 0.085 -0.753 5.261 0.24
H -2.844 2.171 6.337 0.25
H 4.383 2.590 1.153 0.24
```

Its relative energy (zero: lowest compared OMol25 entry of this formula, charge and spin) is 0.0 kcal per mole. The calculation puts the total energy at -67722.915 eV. As for the multiplicity: 3. The total charge is +2. As for the expectation value of S²: 2.01. The frontier orbital gap (alpha / beta) is 0.3301 / 0.2725 Ha. The highest occupied orbital energy (alpha / beta) is -14.915 / -14.905 eV. The LUMO energy (alpha / beta) is -0.2180 / -0.2752 Ha.



Entry 2:
# C2H3N3O

A 2-piece molecular cluster, C2H3N3O overall (ωB97M-V/def2-TZVPD, the OMol25 dataset).

Geometry as XYZ:
```
9
Properties=species:S:1:pos:R:3:nbo_charge:R:1
O 1.715 0.863 -0.164 -0.40
N 1.967 -0.517 0.319 -0.36
N -2.332 0.719 -0.438 -0.08
N -2.598 -0.461 -0.142 -0.06
C -1.387 0.142 0.299 -0.01
C 1.001 -0.255 -0.630 0.19
H -1.073 0.529 1.226 0.17
H 1.631 -0.456 1.273 0.35
H 1.075 -0.563 -1.744 0.19
```

Its relative energy (zero: lowest compared OMol25 entry of this formula, charge and spin) is 214.5 kcal per mole. The calculation puts the total energy at -8631.193 eV. The total charge is 0. The frontier orbital gap (alpha / beta) is 0.3097 / 0.3222 Ha. The highest occupied orbital energy (alpha / beta) is -8.810 / -8.890 eV. The LUMO energy (alpha / beta) is -0.0141 / -0.0045 Ha.



Entry 3:
# C35H57BrN4O3PS3Sn

C35H57BrN4O3PS3Sn as an isolated structure (ωB97M-V/def2-TZVPD, the OMol25 dataset).

Geometry as XYZ:
```
105
Properties=species:S:1:pos:R:3:mulliken_charge:R:1
Sn -0.129 0.324 -0.107 0.34
Br 4.162 -0.411 6.497 -0.21
S -0.536 -0.699 -3.339 0.83
S -1.780 -2.726 -0.188 -0.22
S -2.244 -5.295 1.289 -0.07
P -2.176 3.156 0.003 0.91
O 2.539 0.373 0.754 -0.74
O 0.679 0.035 2.584 0.56
O 0.350 0.265 -2.551 -0.80
N -1.384 1.804 -0.020 0.36
N 6.640 0.254 1.528 -0.05
N -3.873 -4.366 -0.420 -0.19
N 4.984 0.474 0.073 -0.28
C -4.640 -5.488 0.114 -0.60
C -0.996 4.580 0.376 2.08
C 2.330 -0.171 4.342 -0.49
C 3.678 -0.173 4.685 -0.86
C -2.695 -4.074 0.132 -0.08
C 8.818 0.611 -1.455 -0.42
C -0.340 -0.352 3.508 -1.08
C -4.597 4.108 1.246 -1.91
C -3.505 3.036 1.335 2.20
C -1.666 -0.674 -5.853 -0.46
C -3.004 -0.026 -5.477 -1.10
C 2.948 0.190 2.032 -0.11
C -3.529 4.814 -1.941 -1.92
C 0.375 -2.265 -3.487 -0.97
C -1.951 3.050 -2.789 -2.13
C -0.477 -0.132 -5.052 -0.88
C -3.630 -6.385 0.830 -0.50
C -2.972 3.409 -1.689 2.37
C 6.192 0.548 -0.614 0.28
C 1.971 0.010 3.021 0.11
C -0.013 4.171 1.491 -1.78
C 4.292 0.169 2.394 1.16
C 7.246 0.414 0.292 0.66
C 4.652 -0.008 3.736 -0.59
C -4.115 2.383 -1.809 -1.92
C 1.854 -2.136 -3.145 -0.03
C 8.579 0.440 -0.106 -1.08
C -0.156 4.812 -0.892 -1.87
C 6.447 0.722 -1.973 -0.81
C -4.139 1.632 1.295 -1.75
C -1.691 5.893 0.759 -1.88
C 7.768 0.752 -2.377 -0.59
C -2.797 3.155 2.695 -1.94
C 2.701 -1.475 -4.231 -1.27
C 5.294 0.309 1.339 -0.14
H -2.504 2.803 -3.702 0.58
H -2.194 5.832 1.724 0.28
H 2.219 -3.143 -2.945 0.50
H -5.126 -6.025 -0.696 0.32
H -2.741 5.562 -2.031 0.31
H -3.830 -0.489 -6.018 0.44
H -4.916 1.540 0.541 0.29
H 3.759 -1.513 -3.968 0.39
H 0.864 4.821 1.432 0.53
H 1.954 -1.575 -2.216 -0.02
H -1.282 3.874 -3.029 0.18
H 0.669 5.484 -0.640 0.68
H -0.412 0.360 4.333 0.38
H -0.149 -1.354 3.894 0.49
H 0.327 3.142 1.371 0.23
H 0.485 -0.423 -5.473 0.38
H 5.692 -0.019 4.036 0.48
H 3.360 0.482 0.191 0.68
H -4.969 2.634 -1.182 0.27
H -4.046 -6.826 1.730 0.37
H -0.432 4.282 2.487 0.28
H -4.602 1.435 2.267 0.53
H -1.726 -1.762 -5.737 0.22
H -4.072 4.804 -2.892 0.51
H -0.134 -2.936 -2.792 0.35
H 2.581 -1.985 -5.191 0.33
H 0.273 3.882 -1.272 0.23
H -1.349 2.183 -2.512 0.31
H 7.116 0.129 2.402 0.21
H -2.416 6.220 0.013 0.29
H -5.227 4.038 2.139 0.53
H -3.254 -7.173 0.184 0.31
H 9.392 0.331 0.601 0.39
H 5.628 0.837 -2.676 0.49
H -4.294 -3.685 -1.031 0.22
H -3.387 0.863 1.113 0.25
H 8.005 0.888 -3.426 0.39
H -4.465 2.378 -2.845 0.62
H -3.517 2.908 3.479 0.69
H -0.730 5.288 -1.685 0.25
H -2.994 1.039 -5.730 0.28
H -1.958 2.459 2.771 0.21
H -3.775 1.373 -1.561 0.30
H 9.842 0.640 -1.810 0.39
H 1.582 -0.312 5.109 0.61
H -2.439 4.163 2.893 0.23
H -0.514 0.956 -4.962 0.46
H -5.248 3.968 0.383 0.28
H -1.465 -0.496 -6.911 0.43
H 0.208 -2.628 -4.506 0.47
H -4.194 5.120 1.210 0.30
H -3.208 -0.114 -4.407 0.22
H -0.930 6.676 0.842 0.51
H -1.276 -0.351 2.951 0.17
H -4.227 5.139 -1.170 0.30
H 2.433 -0.424 -4.357 0.25
H -5.406 -5.133 0.801 0.28
```

Its relative energy (zero: lowest compared OMol25 entry of this formula, charge and spin) is 18.8 kcal per mole. The calculation puts the total energy at -166988.008 eV. The total charge is +1. The frontier orbital gap is 0.3073 Ha. The highest occupied orbital energy is -10.166 eV. The LUMO energy is -0.0663 Ha.



Entry 4:
# C30H78BF4N6O9Pd

C30H78BF4N6O9Pd as an isolated structure (ωB97M-V/def2-TZVPD, the OMol25 dataset).

Geometry as XYZ:
```
129
Properties=species:S:1:pos:R:3:mulliken_charge:R:1
Pd 3.753 1.596 -0.290 0.84
F 0.040 1.884 -0.591 -0.36
F -0.955 2.063 -2.514 -0.42
F -1.505 0.282 -1.211 -0.43
F 0.580 0.426 -1.991 -0.37
O -1.306 -0.435 8.426 -0.30
O 4.049 3.912 -3.976 -0.17
O 1.022 -6.521 -6.124 -0.30
O -10.025 5.020 -3.366 -0.31
O -4.698 1.999 5.235 -0.30
O 5.792 -0.490 -0.411 -0.16
O -1.490 -7.920 3.612 -0.32
O 3.218 8.444 -3.619 -0.23
O 3.599 1.427 2.618 -0.21
N 4.268 -8.362 -5.614 -0.76
N -3.104 -0.705 5.980 -0.39
N 3.766 5.811 -1.912 -0.39
N 3.795 -1.072 1.485 -0.05
N -0.945 -4.490 2.282 -0.65
N -6.388 4.933 -2.809 -0.13
C 2.539 6.552 -2.318 -0.80
C -10.960 6.045 -3.114 -0.74
C -8.753 5.393 -2.851 -0.74
C -0.886 -6.652 3.490 -0.63
C -1.078 -6.465 0.890 -1.43
C -3.165 -1.499 7.245 -0.73
C 2.676 8.026 -2.353 -0.55
C 1.962 -9.223 -5.600 -1.20
C 2.690 2.352 3.120 -0.89
C 4.377 5.232 -4.324 -0.67
C -7.650 4.446 -3.331 0.30
C -0.977 -8.692 4.712 -0.71
C -4.432 0.737 4.555 -0.75
C -1.762 -1.679 7.857 -0.62
C 4.785 5.920 -3.007 -0.71
C 2.937 -8.114 -6.128 0.45
C 0.511 -5.235 -5.677 -0.71
C 0.045 -0.410 8.881 -0.68
C -4.489 -0.533 5.437 -0.47
C 4.272 -1.018 2.886 -0.73
C 5.934 -1.708 0.398 -0.56
C 3.366 9.855 -3.658 -0.80
C 3.773 3.012 -5.062 -0.82
C 7.029 -0.135 -0.981 -0.82
C -1.442 -5.892 2.249 0.60
C 4.537 -2.165 0.798 -0.89
C 2.394 -6.699 -5.752 -0.75
C 3.645 0.292 3.468 -0.86
C -7.762 2.991 -2.796 -1.24
C -4.754 3.107 4.411 -0.73
B -0.464 1.160 -1.594 0.58
H 1.581 -9.066 -4.590 0.29
H -1.082 -1.977 7.059 0.33
H -1.799 -2.409 8.666 0.42
H 0.189 -6.790 3.370 0.30
H -2.522 -5.949 2.381 0.18
H -10.653 6.995 -3.552 0.32
H 6.873 0.697 -1.668 0.22
H -7.881 3.044 -1.714 0.36
H 3.532 5.708 -4.820 0.39
H -1.280 -3.891 1.541 0.27
H 1.700 1.953 2.898 0.40
H -2.773 0.185 6.326 0.25
H 2.741 3.292 2.571 0.25
H 3.998 -2.382 -0.124 0.34
H -11.080 6.174 -2.038 0.32
H 2.956 -8.138 -7.217 0.25
H -3.487 0.790 4.014 0.41
H -1.255 -8.248 5.667 0.29
H 7.439 -0.892 -1.650 0.32
H 0.794 -0.567 8.105 0.26
H 3.821 10.272 -2.759 0.32
H 3.359 8.239 -1.531 0.33
H 4.100 0.629 4.399 0.41
H 2.375 10.297 -3.765 0.31
H -4.734 3.993 5.046 0.26
H 0.840 -4.377 -6.264 0.28
H 2.482 -10.180 -5.564 0.40
H 4.580 2.861 -5.778 0.33
H 1.768 8.593 -2.144 0.55
H 7.768 0.210 -0.259 0.33
H 4.966 -7.829 -6.112 0.24
H -4.862 -1.318 4.780 0.32
H 4.542 -9.314 -5.810 0.25
H -6.888 2.415 -3.100 0.48
H -7.642 4.472 -4.421 0.28
H 6.593 -1.471 1.233 0.35
H -3.543 -2.507 7.076 0.42
H 1.150 -9.229 -6.327 0.30
H 3.920 10.153 -4.549 0.24
H 5.679 5.347 -2.761 0.44
H 6.470 -2.485 -0.148 0.48
H 2.609 0.129 3.767 0.44
H 2.990 -5.928 -6.241 0.33
H 5.233 5.225 -4.999 0.42
H -1.285 -7.524 0.737 0.36
H 2.875 3.355 -5.577 0.30
H 2.667 2.466 4.203 0.35
H 4.483 -3.055 1.425 0.40
H 0.149 -1.184 9.641 0.29
H -8.647 2.574 -3.275 0.33
H 2.838 -1.362 1.627 0.23
H -5.167 -0.272 6.250 0.30
H 5.354 -0.906 2.952 0.38
H -0.578 -5.263 -5.680 0.26
H -1.128 -6.187 4.446 0.32
H -0.020 -6.555 0.644 0.35
H -5.580 3.096 3.700 0.27
H -8.744 5.521 -1.769 0.44
H -1.395 -4.070 3.082 0.21
H 2.115 6.232 -3.269 0.24
H -6.194 5.908 -2.987 0.33
H -8.510 6.382 -3.242 0.41
H -5.160 0.600 3.756 0.49
H 3.961 -1.814 3.563 0.39
H -11.912 5.822 -3.597 0.27
H -3.831 -1.036 7.973 0.41
H 0.094 -8.865 4.606 0.31
H -1.548 -5.869 0.107 0.33
H -1.465 -9.660 4.600 0.24
H -3.871 3.177 3.777 0.31
H 4.220 6.352 -1.190 0.27
H 2.454 -6.600 -4.668 0.36
H -5.595 4.377 -3.096 0.33
H 0.791 -5.018 -4.646 0.30
H 3.576 1.994 -4.728 0.24
H 1.801 6.351 -1.540 0.39
H 5.150 6.928 -3.202 0.37
H 0.172 0.577 9.324 0.23
```

Its relative energy (zero: lowest compared OMol25 entry of this formula, charge and spin) is 134.9 kcal per mole. The calculation puts the total energy at -74755.542 eV. As for the multiplicity: 3. The total charge is +1. As for the expectation value of S²: 2.01. The frontier orbital gap (alpha / beta) is 0.2677 / 0.0626 Ha. The highest occupied orbital energy (alpha / beta) is -10.200 / -10.200 eV. The LUMO energy (alpha / beta) is -0.1072 / -0.3122 Ha.



Entry 5:
# C20H46AuOP4S

C20H46AuOP4S as an isolated structure (ωB97M-V/def2-TZVPD, the OMol25 dataset).

Geometry as XYZ:
```
73
Properties=species:S:1:pos:R:3:mulliken_charge:R:1
Au 0.213 0.843 -1.918 1.16
S 3.667 -2.541 -3.472 -0.13
P 0.692 -4.066 0.935 0.95
P -1.536 2.341 -2.484 0.55
P 1.942 1.322 -0.274 0.47
P -1.107 0.532 1.050 0.34
O 0.745 -2.561 0.773 -0.69
C 1.527 2.377 1.161 -0.88
C 1.185 -4.660 2.560 -1.26
C 0.351 -4.805 -4.138 -0.68
C -0.241 -3.018 -2.606 -0.03
C -2.107 1.925 1.731 -1.17
C 2.054 -3.230 -3.377 0.62
C 1.208 0.616 -3.677 -0.86
C 3.293 2.286 -1.046 -1.30
C -0.562 -0.215 2.657 -0.97
C 1.767 -4.935 -0.227 -0.95
C 1.665 -4.335 -4.154 -0.55
C -0.978 -4.681 0.621 -1.07
C -1.629 2.697 -4.277 -1.16
C 1.091 -2.649 -2.534 -0.31
C 2.789 -0.118 0.448 -0.56
C -2.426 -0.673 0.672 -0.74
C 0.170 -0.231 -4.175 -0.29
C -0.615 -4.127 -3.368 -0.64
C -1.494 4.004 -1.729 -1.09
C -3.176 1.666 -2.071 -1.10
H -1.011 -5.779 0.663 0.42
H 2.447 2.730 1.655 0.54
H 1.250 -5.140 -1.172 0.19
H 0.436 -1.268 -4.398 0.29
H 2.069 0.125 -3.212 0.34
H 0.188 0.418 3.150 0.48
H -3.028 -0.316 -0.173 0.30
H -0.128 -1.210 2.480 -0.01
H -2.713 2.387 0.946 0.34
H 3.752 1.708 -1.856 0.39
H -1.431 -0.296 3.324 0.57
H 1.330 1.575 -4.187 0.63
H 2.065 -0.888 0.760 -0.13
H 2.133 -5.870 0.220 0.51
H -1.656 -4.253 1.370 0.36
H 4.072 2.530 -0.306 0.46
H -1.774 3.952 -0.670 0.30
H -1.019 -2.396 -2.121 0.31
H -3.062 -0.807 1.558 0.52
H 3.403 0.190 1.310 0.54
H 2.415 -4.814 -4.787 0.48
H 1.426 -5.730 2.507 0.44
H 2.889 3.221 -1.456 0.44
H -1.589 1.764 -4.853 0.34
H -1.310 -4.340 -0.366 0.19
H -0.478 4.413 -1.783 0.38
H -3.973 2.249 -2.557 0.53
H -1.434 2.703 2.109 0.38
H -2.555 3.245 -4.515 0.48
H 0.076 -5.698 -4.697 0.44
H -0.777 3.333 -4.561 0.39
H 2.611 -4.276 -0.455 0.20
H -3.209 0.629 -2.428 0.36
H 2.070 -4.104 2.890 0.37
H 0.931 1.821 1.898 0.00
H 0.956 3.247 0.817 0.33
H -1.649 -4.468 -3.362 0.46
H 0.373 -4.496 3.279 0.36
H -1.942 -1.623 0.399 -0.09
H 3.451 -0.550 -0.313 0.35
H 3.946 -2.554 -2.175 0.18
H 1.426 -1.848 -1.859 -0.29
H -3.334 1.669 -0.985 0.21
H -0.645 0.122 -4.798 0.14
H -2.178 4.704 -2.233 0.44
H -2.754 1.570 2.544 0.48
```

The calculation puts the total energy at -75189.161 eV. As for the multiplicity: 3. The total charge is +3. As for the expectation value of S²: 2.02. The frontier orbital gap (alpha / beta) is 0.2429 / 0.1061 Ha. The highest occupied orbital energy (alpha / beta) is -16.255 / -15.965 eV. The LUMO energy (alpha / beta) is -0.3544 / -0.4806 Ha.



> Among the records above, which one has the lowest total charge?

C2H3N3O



> Which value of total charge does entry 4 give?

+1



> Look up the total charge of the first one.

+2



> Which value of total charge does entry 1 give?

+2